1.
48
Properties=species:S:1:pos:R:3:forces:R:3 method="wB97M-V/def2-TZVPD" charge=-1 lumo_ev=0.06
C 1.555530 -0.568441 4.501797 -0.07 -0.04 0.07
C 2.699627 -0.306583 3.529371 0.33 0.26 -0.83
C 4.051720 -0.683942 4.143898 -0.36 0.14 -0.32
O 2.554293 -1.105273 2.329951 0.29 -0.18 0.67
C 1.570163 -0.731323 1.444364 -0.47 1.88 0.37
O 1.157947 -1.543368 0.627028 0.18 -0.66 -0.32
C 1.111330 0.620846 1.546895 1.75 -0.71 1.45
C -0.046744 1.035895 0.760364 -0.73 0.31 -0.39
C -1.348946 0.718801 1.477395 0.71 0.11 -0.31
C -1.900961 1.652440 2.354100 -0.43 -0.08 0.15
C -3.085112 1.351865 3.023038 0.21 0.18 0.00
C -3.698569 0.107599 2.830352 0.14 0.04 -0.07
C -4.936576 -0.193873 3.497145 -1.94 -0.46 1.01
N -5.950146 -0.436535 4.030985 2.03 0.48 -1.05
C -3.108947 -0.843950 1.989516 0.21 -0.15 -0.15
C -1.923448 -0.542447 1.322050 -0.53 -0.03 0.18
C 1.712826 1.561156 2.456545 -1.11 -1.05 -1.00
O 1.331542 2.707194 2.610431 0.43 0.39 0.28
O 2.787912 1.085599 3.181774 0.11 -0.50 0.63
H 0.577632 -0.315442 4.070646 0.31 -0.06 0.08
H 1.570380 -1.630427 4.775244 -0.08 0.20 -0.07
H 1.720388 0.028754 5.407656 -0.08 -0.10 -0.21
H 4.844351 -0.490690 3.416744 -0.12 -0.04 0.09
H 4.225972 -0.079984 5.038082 -0.04 -0.06 -0.11
H 4.050024 -1.743046 4.411550 0.00 0.11 -0.05
H 0.049407 2.117014 0.600279 -0.26 -0.20 -0.27
H 0.002966 0.461562 -0.171979 -0.32 0.31 -0.10
H -1.385092 2.603347 2.508730 -0.20 -0.29 -0.07
H -3.536260 2.082500 3.696154 0.09 -0.24 -0.17
H -3.578445 -1.820262 1.859864 0.09 0.28 0.07
H -1.427363 -1.279295 0.685657 -0.19 0.23 0.19
O -1.789730 -3.294769 -4.520235 0.79 2.21 0.56
N -1.670477 -2.067880 -4.393977 -2.18 -0.31 -1.33
O -2.516751 -1.254156 -4.836978 1.62 -1.28 0.83
C -0.519719 -1.485519 -3.709647 0.73 0.49 0.41
C -0.383935 -0.107729 -3.629151 -0.39 -0.74 -0.15
C 0.688132 0.458039 -2.903794 0.73 -1.36 0.54
N 0.848747 1.877816 -2.699195 0.87 2.75 1.01
O 0.159604 2.703343 -3.331313 1.03 -2.04 0.95
O 1.718295 2.200250 -1.851849 -1.88 -0.48 -1.96
C 1.634150 -0.338913 -2.277440 -0.46 -0.42 -0.46
N 1.519418 -1.688385 -2.444006 -0.32 -0.28 -0.36
N 2.391914 -2.643874 -2.004443 -0.59 -0.83 -0.33
N 1.896427 -3.795574 -2.378321 -0.27 2.21 -0.09
N 0.728938 -3.651623 -3.061903 0.02 1.27 0.10
C 0.486465 -2.326557 -3.118105 0.47 -1.04 0.35
H -1.113574 0.538674 -4.107323 0.07 -0.14 0.13
H 2.474307 0.033417 -1.704495 -0.19 -0.08 0.04

2.
40
Properties=species:S:1:pos:R:3:forces:R:3 method="wB97M-V/def2-TZVPD" s_squared=6.014 multiplicity=5 charge=+2 lumo_ev="-7.06 / -10.73"
Rh -1.722170 -0.283090 -2.533790 1.17 -0.47 -0.93
O 0.597930 3.368010 -3.209090 0.26 0.41 -0.14
C 0.079130 2.187710 -3.092690 0.27 -0.49 0.03
O -1.103070 1.966910 -2.854290 -0.53 -0.35 0.03
C 1.042930 1.041910 -3.217290 0.49 0.35 -0.04
C 2.428430 1.115410 -3.294890 -0.47 0.26 -0.06
C 3.152230 -0.075090 -3.330890 -0.03 -0.41 -0.01
C 2.487630 -1.297190 -3.318890 0.07 0.47 -0.14
C 1.102230 -1.268590 -3.230190 -0.63 -1.38 0.11
N 0.433730 -0.142790 -3.177890 -0.65 0.41 0.27
C 0.189130 -2.569690 -3.076490 3.67 1.13 -0.54
O 0.750230 -3.621790 -3.142690 -0.51 -0.48 0.08
O -1.009970 -2.252590 -2.859590 -3.02 0.94 0.55
H -0.044970 4.103110 -3.152790 0.00 -0.34 0.03
H 2.924030 2.074610 -3.330090 0.00 0.04 0.02
H 4.233330 -0.051890 -3.357390 0.01 0.05 -0.08
H 3.002430 -2.245690 -3.377490 -0.02 -0.05 0.06
Te -0.729870 -0.099890 -0.128190 -0.78 -0.02 2.10
C -0.788170 1.522110 1.297310 0.34 0.02 -0.38
C -2.010170 2.006410 1.736810 -0.14 -0.37 -0.28
C -2.006470 2.937710 2.765010 -0.11 0.02 -0.06
C -0.812970 3.403410 3.290510 0.10 0.06 0.04
C 0.399530 2.929510 2.811610 -0.05 0.01 -0.09
C 0.417730 1.983610 1.801210 0.19 -0.35 -0.20
C -0.805770 -1.692390 1.298810 0.38 -0.11 -0.27
C -2.027170 -2.195390 1.727510 -0.07 0.46 -0.32
C -2.020770 -3.120590 2.757910 -0.05 -0.09 0.04
C -0.825070 -3.582490 3.287710 0.11 0.03 -0.06
C 0.388130 -3.095990 2.815810 -0.14 -0.11 -0.04
C 0.403030 -2.144990 1.813610 0.13 0.38 -0.25
H -2.940770 1.657510 1.311910 -0.12 0.03 0.04
H -2.947870 3.304710 3.145410 -0.07 0.04 -0.01
H -0.823070 4.154210 4.068110 -0.03 -0.03 0.05
H 1.331130 3.294710 3.212410 0.10 0.05 0.06
H 1.350830 1.599010 1.413010 0.14 0.06 0.12
H -2.957170 -1.852390 1.296610 -0.13 -0.05 0.03
H -2.960670 -3.488290 3.140810 -0.07 -0.06 -0.03
H -0.833370 -4.341790 4.056310 -0.03 0.03 0.07
H 1.319230 -3.465790 3.212510 0.11 -0.04 0.06
H 1.336530 -1.762190 1.423710 0.13 -0.05 0.13

3.
42
Properties=species:S:1:pos:R:3:forces:R:3 method="wB97M-V/def2-TZVPD" de_lowest_kcal_mol=25.7 lumo_ev=-1.59
Ag -0.098809 -0.254616 -2.642373 1.10 -0.08 0.13
S 2.217622 -0.767261 -2.811724 -0.75 0.20 -1.39
C 2.528846 -1.057994 -1.176096 1.06 -0.25 -0.52
N 3.766142 -1.052985 -0.821393 0.24 0.28 -2.62
N 3.979574 -1.156932 0.487945 0.79 -0.48 2.92
C 3.806820 -0.122254 1.392583 0.30 -1.15 0.84
C 3.520426 1.225087 1.020620 0.28 -1.62 0.75
C 3.075708 2.072565 2.028228 -0.58 -0.27 1.23
C 2.928663 1.610763 3.371953 0.24 -0.18 -1.35
C 3.484703 0.381156 3.752587 0.44 -0.59 -1.84
C 3.946471 -0.511800 2.760672 0.68 0.55 0.54
N 1.605532 -1.350475 -0.182706 -4.04 1.82 1.10
N 0.467254 -0.743223 -0.316080 3.29 -0.71 -1.13
C -0.330100 -0.661265 0.804583 -0.20 -1.34 1.86
C -0.084951 -1.522519 1.903165 0.86 0.36 -0.36
C -0.548860 -1.144545 3.138916 0.27 0.44 1.09
C -1.256143 0.059018 3.277598 -0.54 -0.09 -0.53
C -1.651727 0.810476 2.172654 0.06 -0.79 0.39
C -1.212983 0.416463 0.923048 0.04 -0.36 -0.09
H 4.495259 -2.001954 0.761644 -0.21 0.97 0.00
H 3.728268 1.408675 -0.021030 -0.41 0.69 -0.13
H 2.757602 3.115008 1.893665 0.21 -0.54 -0.50
H 2.276414 2.188547 4.001155 0.41 0.30 0.59
H 3.637106 0.056326 4.756233 -0.37 0.11 0.76
H 4.540601 -1.464334 3.049854 -1.41 1.58 -0.61
H 0.653090 -2.347428 1.803951 -0.82 0.67 -0.04
H -0.208687 -1.681398 4.044042 -0.49 0.20 -0.65
H -1.623665 0.426806 4.211887 0.16 -0.18 0.72
H -2.323512 1.651638 2.321789 0.21 -0.07 -0.20
H -1.583012 0.921223 0.055791 0.31 0.39 -0.55
N -7.139082 0.132863 -4.936408 2.20 0.24 0.51
C -6.013924 0.207116 -4.635393 -2.02 -0.04 -0.50
C -4.650865 0.184818 -4.174545 1.31 -0.30 -0.59
C -3.934022 -1.025287 -4.235330 0.15 0.76 0.60
C -2.729359 -1.083703 -3.578516 1.56 0.90 1.43
N -2.127582 0.022729 -2.963837 -1.99 0.26 -1.29
C -2.714043 1.254539 -3.096996 -0.64 -2.19 -0.45
C -3.961184 1.316679 -3.740224 -0.75 0.63 0.77
H -4.273677 -1.879331 -4.770998 -0.54 -0.54 -0.02
H -2.178212 -2.048898 -3.407240 -0.63 1.19 -0.50
H -2.277661 2.154618 -2.631953 0.05 -0.80 -0.41
H -4.494035 2.261097 -3.791722 0.19 0.01 0.08

4.
47
Properties=species:S:1:pos:R:3:forces:R:3 method="wB97M-V/def2-TZVPD" de_lowest_kcal_mol=3.3 s_squared=2.024 multiplicity=3 charge=+1 lumo_ev="-3.70 / -4.05"
Mo -0.378074 -0.465467 0.138452 -0.02 -0.08 -0.08
C 2.365801 0.925401 3.770969 0.00 0.00 0.00
As 0.979113 1.589605 2.645413 -0.02 0.04 0.01
C 1.708375 2.854315 1.411531 0.00 0.00 0.02
C -0.383532 2.403432 3.703386 0.00 -0.01 0.00
O 0.357537 0.224333 1.854750 0.01 -0.04 -0.05
H 2.765927 1.736631 4.377375 0.00 0.00 0.00
H 3.152641 0.504075 3.148322 0.00 0.00 0.00
H 1.949002 0.151409 4.412331 0.00 0.00 0.00
H 2.307430 3.569400 1.975480 0.00 0.00 -0.01
H 0.902753 3.371247 0.893885 0.00 0.00 0.00
H 2.337448 2.330350 0.693049 0.00 0.00 0.00
H 0.072680 3.145023 4.358244 0.01 0.00 0.00
H -0.867376 1.629858 4.296883 0.00 0.00 0.00
H -1.111472 2.877440 3.049474 0.00 0.00 0.01
Cl -2.463410 1.569237 0.919807 0.01 0.00 -0.01
C -1.418948 2.259075 -0.300804 0.00 -0.02 0.00
C -0.389476 1.451805 -0.766987 -0.02 -0.04 0.02
C 0.464280 2.010034 -1.710201 -0.01 0.01 0.00
Cl 1.823392 1.094735 -2.269814 0.01 0.00 -0.01
C 0.283683 3.308522 -2.187851 0.00 0.00 0.00
Cl 1.357177 3.967085 -3.347388 0.00 0.00 -0.01
C -0.777950 4.079589 -1.705657 0.00 0.01 0.00
Cl -1.016364 5.670894 -2.281437 0.00 0.00 0.00
C -1.642578 3.554138 -0.742202 0.00 -0.01 0.00
Cl -2.935733 4.484453 -0.115844 0.00 0.00 0.00
Cl -0.623610 -1.392140 -2.261267 0.01 0.00 0.07
C 0.390108 -2.826027 -2.051228 -0.02 0.01 -0.01
C 0.261667 -3.864739 -2.949519 0.00 0.00 -0.01
C 1.029270 -4.999533 -2.735639 0.00 0.01 0.01
C 1.879690 -5.064117 -1.639972 -0.01 0.01 0.00
C 1.980017 -3.995933 -0.761905 0.02 0.00 -0.01
C 1.237189 -2.833766 -0.957599 0.02 0.01 -0.01
C 1.344710 -1.646379 -0.050838 0.02 0.00 -0.07
H -0.424390 -3.795829 -3.782306 0.00 0.00 0.00
H 0.950378 -5.834012 -3.418308 0.00 0.00 0.00
H 2.467737 -5.955016 -1.467149 0.00 0.00 0.00
H 2.647375 -4.055475 0.088766 0.00 0.00 0.00
H 2.079513 -0.926980 -0.440270 0.01 -0.01 0.03
H 1.672544 -1.942579 0.948285 -0.05 -0.01 0.02
O -1.814084 -1.669052 0.569368 -0.01 0.19 0.11
N -2.968470 -2.249257 0.320469 0.03 -0.07 -0.07
C -3.755538 -1.736412 -0.559540 0.01 -0.03 -0.02
C -3.484952 -0.566839 -1.354764 -0.02 0.05 0.05
N -3.273758 0.365812 -1.991360 0.02 -0.03 -0.02
C -5.011741 -2.403509 -0.768748 -0.01 0.01 0.02
N -6.025993 -2.904820 -0.957631 0.01 -0.01 -0.01

5.
46
Properties=species:S:1:pos:R:3:forces:R:3 method="wB97M-V/def2-TZVPD" de_lowest_kcal_mol=4.7 s_squared=3.943 multiplicity=4 lumo_ev="-1.58 / -2.00"
Re -2.098547 -0.661153 0.786762 -1.28 1.07 1.04
C -0.663770 -4.598464 1.760245 -0.19 0.21 -0.05
C -1.500866 -3.568026 1.426240 -0.11 -0.32 0.22
N -1.018724 -2.359249 1.037889 0.47 -0.32 -0.12
C 0.351590 -2.246984 0.982729 -0.27 0.36 -0.10
C 1.157677 -3.313916 1.386221 0.04 -0.39 0.15
N 0.675980 -4.475004 1.764935 0.29 0.12 -0.04
C 0.793132 -1.016729 0.390782 -0.29 -0.29 0.24
C 2.089077 -0.693673 0.013017 0.22 0.27 -0.12
C 2.335516 0.453452 -0.727067 -0.09 -0.24 0.14
C 1.228021 1.214417 -1.130602 -0.28 0.03 0.08
C -0.041090 0.853014 -0.742757 0.29 0.18 -0.18
N -0.259306 -0.204308 0.085370 0.60 0.11 -0.17
C -1.264599 1.408129 -1.301722 -0.30 -0.09 -0.07
C -1.371021 2.615785 -1.990081 0.00 -0.01 -0.02
N -2.483741 2.982723 -2.598574 0.02 0.06 -0.03
C -3.520785 2.147408 -2.529949 0.09 -0.05 0.06
C -3.469595 0.980020 -1.791815 -0.13 0.01 -0.05
N -2.351481 0.615496 -1.157195 0.39 -0.16 0.09
C 3.691226 0.814241 -1.187320 0.16 -0.02 -0.05
C 4.613918 -0.165515 -1.546970 -0.04 0.08 0.03
C 5.855112 0.224270 -2.024793 -0.03 -0.04 0.01
N 6.224155 1.492960 -2.162230 0.11 0.03 -0.02
C 5.349301 2.426729 -1.803812 0.00 0.01 0.01
C 4.083494 2.144660 -1.314713 -0.02 -0.08 0.04
H -1.065139 -5.560977 2.047339 -0.06 0.04 0.01
H -2.574499 -3.671765 1.477024 0.02 0.00 -0.05
H 2.237433 -3.215157 1.400301 -0.01 0.09 -0.06
H 2.901099 -1.347882 0.298800 0.01 0.01 -0.02
H 1.356612 2.052701 -1.800644 0.03 -0.03 -0.04
H -0.537613 3.306946 -2.036657 0.02 -0.05 0.00
H -4.418210 2.432935 -3.062122 -0.03 -0.05 0.02
H -4.326811 0.330904 -1.690657 -0.02 0.02 0.04
H 4.364819 -1.216353 -1.482946 0.00 -0.01 -0.04
H 6.584811 -0.520575 -2.323242 -0.02 0.00 0.01
H 5.681470 3.453148 -1.914176 -0.05 0.00 0.03
H 3.428471 2.950454 -1.009819 -0.01 0.01 -0.04
S -7.217922 2.237022 2.094401 0.08 0.21 -0.42
As -5.319406 1.999871 2.973996 -0.33 -0.68 1.16
S -4.222370 0.552303 1.163663 0.19 0.16 -0.45
S -4.258195 -1.439651 1.540717 0.27 -0.50 -0.17
S -5.531712 0.674475 4.604448 0.49 0.43 -0.43
C -1.449136 -0.113863 2.765657 -0.19 -0.20 -0.53
H -2.091949 -0.559486 3.523696 -0.07 0.05 -0.01
H -1.535511 0.973537 2.827294 0.01 -0.01 0.05
H -0.410916 -0.388868 2.978333 0.03 -0.06 -0.16